# 1
ORCA calculation (ωB97M-V/def2-TZVPD) on a cluster of 8 separate species, C36H96BF6N7O16S2 in total in a non-equilibrium geometry.

Output
LUMO energy ... -0.288 Eh
2S+1 ... 1
Frontier orbital gap ... 9.01 eV
Total charge ... +4
Highest occupied orbital energy ... -16.857 eV
Max |F| ... 9.66 eV/A

Cartesian coordinates (Å):
C  1.59822  5.53277  -4.09975
O  2.32144  4.40830  -4.66550
C  3.44649  3.89420  -3.97258
C  2.99508  2.89212  -2.96700
N  2.14035  1.84598  -3.70719
H  1.56539  2.30682  -4.39795
H  2.76401  1.18751  -4.15168
C  1.14075  1.06960  -2.79051
C  0.22030  0.15012  -3.64726
O  0.98542  -0.46924  -4.71332
C  0.36323  -1.33655  -5.62582
H  1.00844  5.43087  -3.18878
H  0.74070  5.83920  -4.69880
H  2.25745  6.40055  -4.12189
H  4.06129  4.61923  -3.43924
H  4.04731  3.29478  -4.65655
H  2.25798  3.39721  -2.34277
H  3.77821  2.38605  -2.40248
H  0.50712  1.69318  -2.15982
H  1.96494  0.57108  -2.28032
H  -0.61245  0.63860  -4.15325
H  0.02224  -0.68548  -2.97596
H  1.18701  -1.89900  -6.06530
H  -0.19585  -0.97040  -6.48690
H  -0.45067  -1.90154  -5.17145
C  0.80706  1.57821  5.01031
O  1.35035  1.62051  3.73384
C  2.45550  2.52712  3.62625
C  3.55115  1.89569  2.85489
N  3.10840  1.31414  1.54593
H  2.16187  0.96523  1.59539
H  3.12047  2.05040  0.85463
C  3.89304  0.27620  0.79458
C  5.35274  0.33461  0.94915
O  5.80573  0.23637  2.28694
C  7.18405  -0.14248  2.38547
H  0.29606  2.49533  5.30334
H  1.57969  1.40483  5.75937
H  0.07800  0.76844  5.03948
H  2.85923  2.83210  4.59169
H  2.08302  3.38060  3.05975
H  4.02130  1.10029  3.43316
H  4.28722  2.68429  2.69858
H  3.48832  0.50483  -0.19134
H  3.49662  -0.62929  1.25399
H  5.77426  1.17972  0.40490
H  5.80374  -0.52618  0.45546
H  7.80711  0.65081  1.97245
H  7.37368  -1.04404  1.80292
H  7.51861  -0.39383  3.39194
C  -4.33874  -0.84571  1.19863
O  -4.17752  0.42889  1.86779
C  -3.18685  0.37259  2.89645
C  -3.09318  1.64688  3.81305
N  -3.12363  3.02052  3.00356
H  -3.96573  3.31039  2.52717
H  -2.97047  3.65786  3.77197
C  -1.85516  3.38772  2.11591
C  -1.76752  4.88194  1.92391
O  -2.91790  5.26866  1.24539
C  -3.14449  6.61855  1.00816
H  -3.41863  -1.35746  0.91650
H  -4.80116  -0.64657  0.23188
H  -5.02516  -1.40166  1.83726
H  -2.17825  0.24436  2.50354
H  -3.30568  -0.42359  3.63134
H  -2.16594  1.78952  4.36799
H  -3.92518  1.79039  4.50246
H  -2.11788  2.86732  1.19490
H  -0.94039  2.95556  2.52153
H  -0.98739  5.24255  1.25351
H  -1.72989  5.32312  2.91992
H  -2.91897  7.26202  1.85857
H  -4.23436  6.63475  1.00522
H  -2.81466  6.93185  0.01762
C  -8.66385  4.15068  -4.77441
O  -7.61032  3.44449  -4.21374
C  -7.04373  2.43469  -4.96814
C  -5.97881  1.84445  -4.10493
N  -4.95029  2.80504  -3.51458
H  -4.28408  2.99432  -4.24971
H  -5.47530  3.62608  -3.24932
C  -4.21529  2.33620  -2.22715
C  -3.39224  1.03549  -2.36443
O  -4.13697  -0.08011  -2.97541
C  -3.50111  -1.34009  -3.14510
H  -9.43500  3.42751  -5.03984
H  -8.32467  4.73667  -5.62861
H  -8.92809  4.99826  -4.14206
H  -6.70636  2.80800  -5.93506
H  -7.83756  1.69600  -5.07900
H  -5.38157  1.06631  -4.58023
H  -6.39703  1.33526  -3.23666
H  -4.93495  2.37849  -1.40960
H  -3.39990  3.05131  -2.11830
H  -3.45873  0.60048  -1.36722
H  -2.32548  1.16460  -2.54731
H  -2.61693  -1.27238  -3.77893
H  -4.22755  -1.94023  -3.69300
H  -3.30065  -1.83101  -2.19277
C  -1.08926  -1.86407  4.71796
O  -0.68110  -2.93436  5.57615
C  -0.00893  -4.02359  4.95579
C  0.31998  -5.20839  5.97737
N  -0.86927  -5.25652  6.93240
H  -0.55433  -5.35697  7.88677
H  -1.43019  -4.41789  6.97893
C  -1.81995  -6.44117  6.79519
C  -1.10851  -7.83148  6.79200
O  -0.43208  -8.09332  8.03116
C  0.80604  -8.78433  7.95649
H  -1.75807  -1.14269  5.18743
H  -1.54979  -2.34812  3.85674
H  -0.25290  -1.34660  4.24801
H  0.87075  -3.80665  4.34981
H  -0.59912  -4.49500  4.16994
H  1.16086  -5.08770  6.66034
H  0.38983  -6.23280  5.61156
H  -2.45209  -6.22660  5.93353
H  -2.43874  -6.35203  7.68808
H  -0.53135  -8.09290  5.90507
H  -1.86806  -8.60979  6.86571
H  1.60702  -8.34644  7.36084
H  0.53982  -9.77526  7.58868
H  1.27148  -8.87813  8.93764
C  1.40856  -5.37113  -5.30486
O  2.12346  -4.19666  -5.12793
C  3.42190  -4.42591  -4.55365
C  4.05605  -3.12895  -4.43963
N  3.08383  -2.22517  -3.66386
H  3.22105  -1.26723  -3.95302
H  2.14643  -2.29221  -4.03384
C  2.95799  -2.49330  -2.16443
C  1.86998  -3.54329  -1.86618
O  0.72062  -3.17179  -2.62389
C  -0.54421  -3.72826  -2.25061
H  0.38856  -4.99331  -5.37525
H  1.32019  -5.84755  -4.32848
H  1.76025  -5.96726  -6.14691
H  4.07017  -5.08099  -5.13562
H  3.34875  -5.02396  -3.64532
H  4.11766  -2.74553  -5.45810
H  5.04843  -3.16589  -3.99026
H  2.89839  -1.56245  -1.60044
H  3.93346  -2.89918  -1.89643
H  1.79840  -3.61769  -0.78108
H  2.12965  -4.57713  -2.09386
H  -0.50042  -4.80031  -2.05855
H  -1.25481  -3.93024  -3.05208
H  -0.91706  -3.27160  -1.33380
N  3.67085  3.66640  -0.05187
S  2.83222  4.86785  0.33065
O  2.34595  5.63339  -0.87019
O  3.01951  5.54531  1.59467
F  1.47927  4.03121  0.62940
S  5.06102  4.57455  -0.28993
O  5.97231  4.69828  0.79408
O  5.12683  5.50800  -1.46327
F  5.69366  3.33682  -1.08974
B  0.16793  0.14073  0.18606
F  0.37950  1.48017  0.18795
F  -0.87438  -0.09550  -0.70145
F  1.31702  -0.60207  -0.15118
F  -0.06137  -0.29614  1.47962

These are the Mulliken partial charges, in e, on atoms 1 to 99:
1 C -0.66
2 O -0.42
3 C -0.70
4 C -0.49
5 N 0.12
6 H 0.62
7 H 0.44
8 C -0.37
9 C -0.27
10 O -0.56
11 C -0.68
12 H 0.17
13 H 0.34
14 H 0.35
15 H 0.35
16 H 0.42
17 H 0.13
18 H 0.36
19 H 0.17
20 H -0.42
21 H 0.76
22 H 0.23
23 H 0.32
24 H 0.39
25 H 0.09
26 C -0.78
27 O 0.15
28 C -1.10
29 C -0.19
30 N 1.91
31 H -0.25
32 H -0.80
33 C 0.76
34 C -0.86
35 O -0.31
36 C -0.78
37 H 0.33
38 H 0.41
39 H -0.05
40 H 0.59
41 H 0.08
42 H 0.53
43 H 0.31
44 H -0.90
45 H 0.42
46 H 0.42
47 H 0.58
48 H 0.34
49 H 0.31
50 H 0.28
51 C -0.76
52 O -0.42
53 C 0.47
54 C -0.73
55 N -0.12
56 H 0.41
57 H 0.44
58 C 0.04
59 C -0.59
60 O -0.30
61 C -0.83
62 H 0.27
63 H 0.22
64 H 0.41
65 H -0.33
66 H 0.56
67 H 0.20
68 H 0.40
69 H 0.00
70 H -0.18
71 H 0.43
72 H 0.40
73 H 0.34
74 H 0.29
75 H 0.28
76 C -0.74
77 O -0.33
78 C -0.67
79 C -0.59
80 N -0.05
81 H 0.42
82 H 0.42
83 C -0.86
84 C 0.90
85 O -0.38
86 C -0.70
87 H 0.29
88 H 0.33
89 H 0.27
90 H 0.41
91 H 0.41
92 H 0.42
93 H 0.37
94 H 0.34
95 H 0.50
96 H -0.41
97 H -0.27
98 H 0.25
99 H 0.40

=====

# 2
ORCA calculation (ωB97M-V/def2-TZVPD) on an isolated molecule of C19H22N2OS.

Output
LUMO energy ... 0.010 Eh
2S+1 ... 1
Frontier orbital gap ... 8.63 eV
Highest occupied orbital energy ... -8.353 eV
Structure (SMILES) ... CSc1ccc(C(=O)[C@H]2CCCN(Cc3cccnc3)C2)cc1
Max |F| ... 0.68 eV/A
Energy above the lowest of the compared OMol25 structures with the same formula, charge and spin ... 0.8553 eV

Cartesian coordinates (Å):
C  -0.77035  -3.99980  5.92417
S  -0.01439  -4.40468  4.32415
C  -0.33737  -2.99423  3.32541
C  -1.05720  -1.88188  3.74703
C  -1.25192  -0.82927  2.87882
C  -0.75084  -0.84937  1.57565
C  -1.03446  0.32869  0.72241
O  -1.49187  1.34756  1.19748
C  -0.79043  0.18814  -0.76884
C  -1.88141  -0.71128  -1.37127
C  -1.71843  -0.77953  -2.88737
C  -1.72518  0.63947  -3.46892
N  -0.71271  1.50414  -2.89915
C  0.63715  1.24729  -3.36781
C  1.53534  2.41123  -3.05282
C  1.10476  3.71774  -3.25972
C  1.96227  4.76382  -2.96955
C  3.22691  4.46319  -2.48377
N  3.64773  3.22742  -2.28145
C  2.82106  2.23390  -2.55626
C  -0.83397  1.56349  -1.45661
C  -0.02459  -1.97082  1.16668
C  0.17867  -3.02428  2.02887
H  -0.30960  -3.10702  6.33653
H  -1.84320  -3.87622  5.80885
H  -0.56506  -4.85054  6.56661
H  -1.46721  -1.82658  4.74252
H  -1.80858  0.04041  3.19520
H  0.19004  -0.26682  -0.93465
H  -1.83611  -1.71157  -0.93430
H  -2.85862  -0.28368  -1.13162
H  -2.53214  -1.35919  -3.32589
H  -0.77833  -1.27662  -3.13769
H  -1.58883  0.60767  -4.55283
H  -2.69590  1.10242  -3.26203
H  0.58871  1.13260  -4.45694
H  1.08455  0.32555  -2.95955
H  0.10649  3.89276  -3.63196
H  1.65876  5.78908  -3.11585
H  3.93659  5.24342  -2.24149
H  3.21251  1.24051  -2.37008
H  -0.03741  2.19792  -1.06169
H  -1.78896  2.04137  -1.21964
H  0.40205  -2.02713  0.17767
H  0.74348  -3.88889  1.71410

Which charges does Mulliken predict for the atoms? In e, they are:
1 C -0.89
2 S -0.04
3 C 0.95
4 C -0.24
5 C -1.10
6 C 0.58
7 C -0.34
8 O -0.65
9 C 1.43
10 C -0.87
11 C -0.56
12 C -1.03
13 N 0.18
14 C -0.34
15 C 0.23
16 C -0.22
17 C -0.46
18 C -0.26
19 N -0.64
20 C -0.40
21 C -1.94
22 C -0.06
23 C -1.35
24 H 0.29
25 H 0.29
26 H 0.38
27 H 0.34
28 H 0.43
29 H 0.23
30 H 0.47
31 H 0.33
32 H 0.42
33 H 0.31
34 H 0.45
35 H 0.41
36 H 0.46
37 H 0.27
38 H 0.41
39 H 0.39
40 H 0.36
41 H 0.36
42 H 0.45
43 H 0.30
44 H 0.35
45 H 0.36

=====

# 3
ORCA calculation (ωB97M-V/def2-TZVPD) on a cluster of 2 separate species, C12H9N5O5 in total in a non-equilibrium geometry.

Output
LUMO energy ... -0.090 Eh
2S+1 ... 1
Frontier orbital gap ... 7.54 eV
Highest occupied orbital energy ... -9.996 eV
Structure (SMILES) ... O=[N+]([O-])c1cc([N+](=O)[O-])c2nonc2c1.Cc1ccncc1
Max |F| ... 3.00 eV/A

Cartesian coordinates (Å):
O  -3.23525  1.49447  1.06340
N  -2.81436  0.37986  1.42276
O  -3.56968  -0.57503  1.69976
C  -1.38759  0.16134  1.53081
C  -0.50953  1.26416  1.38433
C  0.87570  1.07577  1.37746
N  1.73804  2.23900  1.39006
O  2.97581  2.14546  1.39335
O  1.13851  3.34352  1.40476
C  1.38244  -0.29135  1.39733
N  2.65804  -0.74932  1.38712
O  2.53553  -2.12099  1.41720
N  1.16514  -2.55809  1.45038
C  0.46664  -1.38466  1.53200
C  -0.92070  -1.16029  1.68228
H  -0.89715  2.26990  1.30901
H  -1.57551  -2.03177  1.76856
C  -3.21776  -3.62648  8.16053
C  -2.76028  -3.13519  6.80757
C  -1.88797  -2.05306  6.68042
C  -1.45147  -1.61212  5.41160
N  -1.83126  -2.21521  4.28417
C  -2.69790  -3.22517  4.36438
C  -3.16562  -3.71889  5.60248
H  -3.89261  -4.48492  8.05905
H  -2.38026  -3.94667  8.80054
H  -3.75590  -2.85602  8.73514
H  -1.51897  -1.52238  7.55330
H  -0.77798  -0.75534  5.30968
H  -3.02918  -3.65510  3.41406
H  -3.84636  -4.56392  5.58384

Which charges does Mulliken predict for the atoms? In e, they are:
1 O -0.58
2 N 0.95
3 O -0.57
4 C -0.15
5 C -0.23
6 C -0.45
7 N 0.91
8 O -0.54
9 O -0.59
10 C 1.07
11 N -0.43
12 O -0.06
13 N -0.52
14 C 0.62
15 C -0.33
16 H 0.62
17 H 0.26
18 C -1.29
19 C 0.93
20 C -0.59
21 C -0.31
22 N -0.21
23 C -0.26
24 C -0.62
25 H 0.34
26 H 0.31
27 H 0.31
28 H 0.37
29 H 0.38
30 H 0.35
31 H 0.31

=====

# 4
ORCA calculation (ωB97M-V/def2-TZVPD) on the ion C5H12NS with charge -1 in a non-equilibrium geometry.

Output
LUMO energy ... 0.125 Eh
2S+1 ... 1
Frontier orbital gap ... 5.64 eV
Total charge ... -1
Highest occupied orbital energy ... -2.228 eV
Structure (SMILES) ... CCCNCC[S-]
Max |F| ... 2.11 eV/A
Energy above the lowest of the compared OMol25 structures with the same formula, charge and spin ... 0.7140 eV

Cartesian coordinates (Å):
C  1.07090  -2.00819  -1.54106
C  0.93920  -0.80518  -0.56841
C  -0.42436  -0.85109  0.14044
N  -0.37413  -0.04515  1.35268
C  -0.02515  1.34590  1.16695
C  -1.03846  2.19700  0.35069
S  -2.07366  3.30704  1.37019
H  2.01456  -1.99384  -2.07993
H  0.15392  -2.11965  -2.09636
H  1.20980  -2.93881  -0.96863
H  1.08275  0.01665  -1.25916
H  1.73052  -0.86228  0.17667
H  -0.56002  -1.87671  0.43442
H  -1.14147  -0.60480  -0.65739
H  -1.27860  -0.11795  1.79810
H  0.01607  1.77995  2.14566
H  0.97379  1.45312  0.73996
H  -1.77978  1.48449  -0.01442
H  -0.49587  2.63951  -0.49040

Which charges does Mulliken predict for the atoms? In e, they are:
1 C -1.39
2 C -0.30
3 C -0.65
4 N -0.40
5 C -0.80
6 C -0.46
7 S -0.67
8 H 0.38
9 H 0.35
10 H 0.34
11 H 0.27
12 H 0.33
13 H 0.47
14 H 0.28
15 H 0.25
16 H 0.49
17 H 0.24
18 H 0.04
19 H 0.24

=====

max |F| of number 2 (C19H22N2OS)? 0.68 eV/A

=====

Repeat the second record exactly.
ORCA calculation (ωB97M-V/def2-TZVPD) on an isolated molecule of C19H22N2OS.

Output
LUMO energy ... 0.010 Eh
2S+1 ... 1
Frontier orbital gap ... 8.63 eV
Highest occupied orbital energy ... -8.353 eV
Structure (SMILES) ... CSc1ccc(C(=O)[C@H]2CCCN(Cc3cccnc3)C2)cc1
Max |F| ... 0.68 eV/A
Energy above the lowest of the compared OMol25 structures with the same formula, charge and spin ... 0.8553 eV

Cartesian coordinates (Å):
C  -0.77035  -3.99980  5.92417
S  -0.01439  -4.40468  4.32415
C  -0.33737  -2.99423  3.32541
C  -1.05720  -1.88188  3.74703
C  -1.25192  -0.82927  2.87882
C  -0.75084  -0.84937  1.57565
C  -1.03446  0.32869  0.72241
O  -1.49187  1.34756  1.19748
C  -0.79043  0.18814  -0.76884
C  -1.88141  -0.71128  -1.37127
C  -1.71843  -0.77953  -2.88737
C  -1.72518  0.63947  -3.46892
N  -0.71271  1.50414  -2.89915
C  0.63715  1.24729  -3.36781
C  1.53534  2.41123  -3.05282
C  1.10476  3.71774  -3.25972
C  1.96227  4.76382  -2.96955
C  3.22691  4.46319  -2.48377
N  3.64773  3.22742  -2.28145
C  2.82106  2.23390  -2.55626
C  -0.83397  1.56349  -1.45661
C  -0.02459  -1.97082  1.16668
C  0.17867  -3.02428  2.02887
H  -0.30960  -3.10702  6.33653
H  -1.84320  -3.87622  5.80885
H  -0.56506  -4.85054  6.56661
H  -1.46721  -1.82658  4.74252
H  -1.80858  0.04041  3.19520
H  0.19004  -0.26682  -0.93465
H  -1.83611  -1.71157  -0.93430
H  -2.85862  -0.28368  -1.13162
H  -2.53214  -1.35919  -3.32589
H  -0.77833  -1.27662  -3.13769
H  -1.58883  0.60767  -4.55283
H  -2.69590  1.10242  -3.26203
H  0.58871  1.13260  -4.45694
H  1.08455  0.32555  -2.95955
H  0.10649  3.89276  -3.63196
H  1.65876  5.78908  -3.11585
H  3.93659  5.24342  -2.24149
H  3.21251  1.24051  -2.37008
H  -0.03741  2.19792  -1.06169
H  -1.78896  2.04137  -1.21964
H  0.40205  -2.02713  0.17767
H  0.74348  -3.88889  1.71410

Which charges does Mulliken predict for the atoms? In e, they are:
1 C -0.89
2 S -0.04
3 C 0.95
4 C -0.24
5 C -1.10
6 C 0.58
7 C -0.34
8 O -0.65
9 C 1.43
10 C -0.87
11 C -0.56
12 C -1.03
13 N 0.18
14 C -0.34
15 C 0.23
16 C -0.22
17 C -0.46
18 C -0.26
19 N -0.64
20 C -0.40
21 C -1.94
22 C -0.06
23 C -1.35
24 H 0.29
25 H 0.29
26 H 0.38
27 H 0.34
28 H 0.43
29 H 0.23
30 H 0.47
31 H 0.33
32 H 0.42
33 H 0.31
34 H 0.45
35 H 0.41
36 H 0.46
37 H 0.27
38 H 0.41
39 H 0.39
40 H 0.36
41 H 0.36
42 H 0.45
43 H 0.30
44 H 0.35
45 H 0.36